(1)
DFT (the ωB97M-V functional and the def2-TZVPD basis) results for a structure of composition C24H45BMnN10SSi.

HOMO level (alpha / beta) = -0.2575 / -0.2921 hartree
Energy above the lowest of the compared OMol25 structures with the same formula, charge and spin = 2.71 kcal/mol
Gap between HOMO and LUMO (alpha / beta) = 7.34 / 8.28 eV
F_max = 0.546 eV Å⁻¹

The geometry in ORCA input format:
```
! wB97M-V def2-TZVPD RIJCOSX def2/J DEFGRID3
* xyz 0 6
Mn 0.21 0.02 -0.23
C -0.32 3.08 -3.39
C 0.53 1.86 -3.76
C 1.88 1.87 -3.06
C -0.27 0.60 -3.56
C -0.80 -0.18 -4.59
C -1.59 -1.11 -3.96
N -1.54 -0.89 -2.65
N -0.70 0.15 -2.37
B -2.47 -1.55 -1.62
N -3.37 -0.49 -0.96
C -4.65 -0.31 -1.31
C -5.16 0.75 -0.61
C -4.09 1.19 0.18
N -3.01 0.43 -0.04
C -4.17 2.29 1.20
C -2.91 3.15 1.28
C -4.55 1.73 2.58
N -1.67 -2.48 -0.67
C -1.89 -3.80 -0.57
C -0.89 -4.37 0.18
C -0.04 -3.30 0.50
N -0.52 -2.16 -0.01
C 1.26 -3.42 1.26
C 1.42 -4.82 1.85
C 1.45 -2.38 2.35
H 0.24 4.00 -3.54
H -0.64 3.03 -2.35
H -1.22 3.12 -4.01
H 0.72 1.90 -4.84
H 1.78 1.71 -1.99
H 2.39 2.82 -3.23
H 2.53 1.07 -3.43
H -0.63 -0.05 -5.65
H -2.22 -1.89 -4.36
H -3.21 -2.27 -2.23
H -5.10 -0.96 -2.05
H -6.15 1.16 -0.66
H -4.99 2.93 0.88
H -2.08 2.63 1.75
H -3.10 4.04 1.89
H -2.59 3.48 0.29
H -3.75 1.10 2.97
H -5.46 1.13 2.52
H -4.71 2.54 3.29
H -2.75 -4.24 -1.05
H -0.79 -5.40 0.44
H 2.07 -3.29 0.53
H 0.61 -5.05 2.55
H 2.36 -4.89 2.39
H 1.43 -5.60 1.08
H 0.68 -2.49 3.13
H 1.41 -1.36 1.98
H 2.42 -2.51 2.83
N -0.69 -0.33 2.22
N -0.40 -0.07 3.56
C 0.62 0.73 3.93
N 0.69 0.92 5.28
S 1.68 1.47 2.89
H -1.54 0.14 1.92
H -0.84 -1.33 2.10
H -1.11 -0.29 4.25
H 0.31 0.22 5.90
H 1.51 1.41 5.60
C 4.57 -0.47 1.26
Si 3.87 0.29 -0.32
C 3.87 2.16 -0.05
C 5.15 -0.01 -1.68
C 2.24 -0.47 -0.73
H 5.52 -0.01 1.53
H 4.73 -1.54 1.13
H 3.88 -0.33 2.09
H 4.88 2.50 0.23
H 3.20 2.44 0.76
H 3.58 2.70 -0.95
H 6.15 0.29 -1.37
H 4.90 0.57 -2.58
H 5.17 -1.06 -1.96
H 2.30 -1.49 -0.34
H 2.15 -0.59 -1.81
N 0.70 3.30 0.00
C 0.33 2.21 0.09
H 1.23 4.14 -0.10
*
```

Löwdin population analysis, charges in e, atoms 1 to 2: 0.73 -0.06


(2)
DFT (the ωB97M-V functional and the def2-TZVPD basis) results for a cluster of 2 separate species, C2H5BrO3P in total.

HOMO level = -0.1085 hartree
Energy above the lowest of the compared OMol25 structures with the same formula, charge and spin = 29.02 kcal/mol
Gap between HOMO and LUMO = 5.73 eV
F_max = 1.738 eV Å⁻¹

The geometry in ORCA input format:
```
! wB97M-V def2-TZVPD RIJCOSX def2/J DEFGRID3
* xyz -1 1
C 3.30 -0.31 0.08
C -3.33 0.26 0.24
O 0.63 -0.14 -0.34
O 1.84 2.05 0.16
O 3.27 -1.64 -0.31
P 1.91 0.64 -0.28
Br -5.20 -0.16 0.01
H 4.26 0.15 -0.11
H -2.76 -0.67 0.22
H -3.21 0.76 1.19
H -3.03 0.91 -0.58
H 2.32 -1.85 -0.29
*
```

natural (NBO) population analysis, charges in e, atoms 1 to 2: -0.58 -0.62


(3)
DFT (the ωB97M-V functional and the def2-TZVPD basis) results for a cluster of 2 separate species, C2H7OS in total.

HOMO level = -0.1035 hartree
Energy above the lowest of the compared OMol25 structures with the same formula, charge and spin = 16.05 kcal/mol
Gap between HOMO and LUMO = 6.67 eV
F_max = 1.797 eV Å⁻¹

The geometry in ORCA input format:
```
! wB97M-V def2-TZVPD RIJCOSX def2/J DEFGRID3
* xyz -1 1
S 2.35 2.11 0.86
H 2.51 3.40 1.25
C -0.41 -0.25 0.21
O 0.92 -0.54 -0.16
C -1.36 -1.15 -0.63
H -0.38 -0.33 1.32
H -0.71 0.76 -0.05
H 1.60 0.14 0.00
H -0.88 -2.14 -0.71
H -2.45 -1.26 -0.48
H -1.18 -0.73 -1.63
*
```

natural (NBO) population analysis, charges in e, atoms 1 to 2: -1.09 0.11


(4)
DFT (the ωB97M-V functional and the def2-TZVPD basis) results for a structure of composition C37H37N3NiP2.

HOMO level (alpha / beta) = -0.1595 / -0.2434 hartree
Energy above the lowest of the compared OMol25 structures with the same formula, charge and spin = 16.74 kcal/mol
Gap between HOMO and LUMO (alpha / beta) = 4.51 / 6.53 eV
F_max = 3.500 eV Å⁻¹

The geometry in ORCA input format:
```
! wB97M-V def2-TZVPD RIJCOSX def2/J DEFGRID3
* xyz 0 3
Ni -0.51 -0.62 -1.55
C -0.23 -0.18 -3.45
C -1.40 0.38 -2.94
C -2.72 -0.36 -2.88
C -2.63 -1.86 -2.43
C -1.50 -2.21 -1.46
C -0.16 -2.44 -1.86
C 0.21 -2.69 -3.28
C -0.17 -1.50 -4.20
C 1.41 -0.04 3.24
H 0.59 0.50 -3.71
H -1.46 1.47 -2.85
H -3.23 -0.31 -3.86
H -3.39 0.15 -2.17
H -3.56 -2.10 -1.89
H -2.59 -2.53 -3.30
H -1.81 -2.55 -0.46
H 0.52 -2.86 -1.13
H -0.25 -3.60 -3.67
H 1.29 -2.88 -3.36
H 0.57 -1.43 -5.01
H -1.15 -1.68 -4.67
H 2.11 0.52 2.62
H 1.98 -0.55 4.03
H 0.69 0.66 3.69
P 0.07 2.04 -0.18
P 0.50 -1.24 2.27
C -0.73 0.44 0.11
C -0.65 -0.61 1.10
C -1.22 3.27 -0.10
C -2.51 3.13 -0.67
C -3.44 4.18 -0.55
C -3.09 5.34 0.17
C -1.81 5.48 0.74
C -0.89 4.46 0.57
C 1.10 2.29 -1.63
C 2.19 1.43 -1.86
C 3.05 1.72 -2.92
C 2.81 2.82 -3.76
C 1.68 3.61 -3.55
C 0.80 3.34 -2.52
C -0.57 -2.05 3.48
C -1.66 -1.32 3.99
C -2.47 -1.89 4.97
C -2.22 -3.19 5.41
C -1.16 -3.93 4.87
C -0.33 -3.36 3.90
C 1.66 -2.43 1.57
C 3.03 -2.15 1.60
C 3.94 -3.01 1.00
C 3.50 -4.14 0.31
C 2.14 -4.44 0.28
C 1.22 -3.62 0.94
H -1.82 0.66 -0.05
H -1.63 -1.09 1.24
H -2.80 2.23 -1.21
H -4.44 4.09 -1.01
H -3.83 6.14 0.29
H -1.54 6.38 1.31
H 0.10 4.58 0.98
H 2.32 0.55 -1.22
H 3.91 1.07 -3.11
H 3.53 3.05 -4.55
H 1.52 4.47 -4.19
H -0.10 3.94 -2.39
H -1.86 -0.32 3.60
H -3.29 -1.30 5.38
H -2.86 -3.63 6.18
H -0.98 -4.95 5.21
H 0.49 -3.94 3.47
H 3.37 -1.27 2.13
H 5.00 -2.79 1.08
H 4.21 -4.80 -0.20
H 1.78 -5.32 -0.25
H 0.16 -3.88 0.93
N 1.24 2.28 1.17
C 1.77 3.15 1.81
N 2.33 4.16 2.29
C 2.74 4.39 3.53
N 3.11 4.67 4.60
*
```

Löwdin population analysis, charges in e, atoms 1 to 2: 0.25 -0.18